# 1
C5H7O3Sm | ωB97M-V with the def2-TZVPD basis set

The geometry in XYZ format:
```
16
Properties=species:S:1:pos:R:3:lowdin_charge:R:1
O -2.410 -1.447 0.425 -0.206
C -3.045 -0.468 -0.055 -0.887
O -3.476 0.508 0.727 0.117
Sm -2.680 -2.746 -1.723 1.021
O -3.286 -0.381 -1.292 -0.203
C 1.889 0.667 -1.275 -0.104
H 1.033 0.081 -1.632 0.065
H 1.573 1.715 -1.200 0.077
H 2.671 0.557 -2.037 0.068
C 0.653 0.356 2.059 0.097
C 1.488 0.263 1.183 -0.162
C 2.448 0.168 0.084 -0.272
H -0.070 0.301 2.855 0.025
H -2.904 0.568 1.536 0.143
H 3.348 0.741 0.351 0.110
H 2.766 -0.882 -0.007 0.110
```

As for the largest force on an atom: 1.8 eV/Å. The value obtained for the LUMO energy (spin up / spin down) is 0.11 / 0.04 eV. For the HOMO energy (spin up / spin down), the calculation gives -0.19276 / -0.36467 Eh. As for the gap between HOMO and LUMO (spin up / spin down): 5.350 / 9.960 eV. The energy above the lowest of the compared OMol25 structures with the same formula, charge and spin is 0.00 kcal per mole. The spin multiplicity is 8.

***

# 2
C2H3N5O | ωB97M-V with the def2-TZVPD basis set

The geometry in XYZ format:
```
11
Properties=species:S:1:pos:R:3:lowdin_charge:R:1
N 0.575 0.670 -2.230 -0.002
N -0.470 0.751 -1.429 -0.017
C -0.534 0.500 -0.191 -0.424
N 0.669 0.285 0.425 0.041
N 1.070 -0.703 1.201 0.104
C -0.219 -1.306 1.785 -0.109
N -1.326 -0.529 1.807 0.065
O -1.544 0.444 0.795 -0.025
H 0.343 1.361 -3.041 0.147
H 1.515 0.558 -1.763 0.108
H -0.078 -2.032 2.640 0.112
```

As for the largest force on an atom: 6.4 eV/Å. The value obtained for the LUMO energy is -1.17 eV. As for the SMILES: N/N=c1\nncno1. For the HOMO energy, the calculation gives -0.32364 Eh. As for the gap between HOMO and LUMO: 7.635 eV. The energy above the lowest of the compared OMol25 structures with the same formula, charge and spin is 164.73 kcal per mole. The spin multiplicity is 1.

***

# 3
C5H6O | ωB97M-V with the def2-TZVPD basis set

The geometry in XYZ format:
```
12
Properties=species:S:1:pos:R:3:lowdin_charge:R:1
C -1.301 2.475 -0.529 0.123
C -0.840 1.412 -0.204 -0.102
C -0.305 0.112 0.176 -0.308
C 1.133 0.028 0.600 -0.112
O 1.492 -0.635 -0.482 -0.018
C 0.215 -0.717 -0.994 -0.097
H -1.699 3.422 -0.823 0.028
H -0.956 -0.417 0.882 0.138
H 1.650 -0.133 1.541 0.115
H 0.349 -2.542 1.299 0.073
H 0.134 -2.554 0.580 0.052
H 0.128 -0.452 -2.046 0.108
```

As for the largest force on an atom: 1.2 eV/Å. The value obtained for the LUMO energy (spin up / spin down) is 0.46 / 0.13 eV. For the HOMO energy (spin up / spin down), the calculation gives -0.30620 / -0.29444 Eh. As for the gap between HOMO and LUMO (spin up / spin down): 8.797 / 8.139 eV. The energy above the lowest of the compared OMol25 structures with the same formula, charge and spin is 156.76 kcal per mole. The spin multiplicity is 1.

***

# 4
C3H2O3S | ωB97M-V with the def2-TZVPD basis set

The geometry in XYZ format:
```
9
Properties=species:S:1:pos:R:3:lowdin_charge:R:1
O 0.941 1.061 1.324 0.138
C 0.581 0.010 0.896 -0.496
O 0.522 -1.135 1.570 0.128
C 0.231 -0.274 -0.600 -0.360
O 0.892 -1.029 -1.236 0.149
C -0.884 0.467 -1.346 -0.559
S -1.728 1.721 -0.785 0.776
H 0.505 -0.909 2.538 0.160
H -1.060 0.088 -2.362 0.065
```

As for the largest force on an atom: 1.6 eV/Å. The value obtained for the LUMO energy is -1.64 eV. As for the SMILES: O=C(O)C(=O)C=S. For the HOMO energy, the calculation gives -0.34590 Eh. As for the gap between HOMO and LUMO: 7.772 eV. The energy above the lowest of the compared OMol25 structures with the same formula, charge and spin is 39.30 kcal per mole. The spin multiplicity is 1.

***

# 5
C34H38Br2N5O5PSSe2W | ωB97M-V with the def2-TZVPD basis set

The geometry in XYZ format:
```
89
Properties=species:S:1:pos:R:3:lowdin_charge:R:1
W 0.801 0.536 -0.926 1.557
C 2.150 -1.481 5.011 -0.009
C 0.933 -1.081 4.183 -0.430
C -0.303 -0.962 5.022 0.022
C -1.370 -0.304 4.576 -0.036
C -1.277 0.576 3.417 -0.118
C -2.158 1.614 3.336 -0.620
Br -3.802 1.660 4.246 0.881
C -1.758 2.860 2.769 -0.114
C -0.609 3.032 2.079 -0.607
Br -0.118 4.709 1.419 0.913
C 0.108 1.862 1.705 -0.277
O 0.808 1.895 0.648 -0.220
C -0.033 0.566 2.517 -0.169
N -0.010 -0.558 1.485 -0.044
H 1.926 -2.371 5.600 0.098
H 2.431 -0.684 5.700 0.103
H 3.003 -1.701 4.371 0.095
H -0.342 -1.471 5.976 0.141
H -2.268 -0.253 5.171 0.075
H -2.400 3.719 2.926 0.111
Se 3.318 0.656 -0.172 0.865
Se 2.155 -1.365 -2.028 0.884
C 0.506 -2.242 -1.902 -0.641
C 0.208 -3.525 -2.348 -0.048
C -1.038 -4.035 -2.062 -0.014
C -1.932 -3.254 -1.328 -0.022
C -1.557 -1.995 -0.922 -0.112
N -0.346 -1.480 -1.211 -0.093
C 2.353 -0.058 1.321 -0.641
C 2.446 0.293 2.604 -0.063
C 1.216 0.269 3.452 -0.122
C 0.533 -2.160 3.210 0.018
C -0.004 -1.900 2.035 -0.041
N 1.203 -0.553 0.716 -0.302
H 0.944 -4.099 -2.893 0.123
H -1.318 -5.026 -2.392 0.128
H -2.913 -3.620 -1.063 0.122
H -2.243 -1.415 -0.329 0.088
H 3.332 0.798 2.959 0.128
H 1.276 1.042 4.222 0.175
H 0.564 -3.184 3.562 0.140
H -0.362 -2.661 1.358 0.113
C -0.529 2.208 -6.414 -0.014
C -1.089 2.778 -5.135 -0.530
C -1.370 4.259 -5.228 -0.001
C -2.275 1.991 -4.627 -0.009
O -0.003 2.710 -4.046 -0.134
P 0.810 1.552 -3.472 0.296
O 1.482 2.024 -2.099 -0.433
O -0.068 0.450 -2.850 -0.398
O 1.836 1.021 -4.467 -0.147
C 3.161 1.631 -4.933 -0.539
C 3.104 3.138 -4.811 -0.015
C 3.294 1.166 -6.362 -0.005
C 4.210 1.032 -4.021 -0.025
H -1.318 2.251 -7.167 0.110
H -0.229 1.167 -6.309 0.094
H 0.313 2.790 -6.783 0.089
H -2.079 4.436 -6.035 0.110
H -0.460 4.815 -5.444 0.098
H -1.811 4.630 -4.305 0.083
H -2.643 2.389 -3.682 0.062
H -2.052 0.931 -4.517 0.091
H -3.076 2.095 -5.360 0.112
H 2.339 3.576 -5.447 0.087
H 4.070 3.532 -5.129 0.111
H 2.947 3.464 -3.782 0.090
H 2.471 1.531 -6.973 0.084
H 3.326 0.080 -6.423 0.101
H 4.223 1.559 -6.774 0.108
H 4.092 1.395 -2.999 0.057
H 5.198 1.331 -4.372 0.110
H 4.162 -0.056 -4.034 0.077
N -6.032 3.350 -0.294 0.111
C -5.107 3.526 -1.251 -0.838
S -5.331 4.315 -2.653 0.764
C -3.784 2.859 -0.963 -0.203
C -3.684 1.642 -0.298 0.028
C -2.446 1.032 -0.194 -0.103
N -1.334 1.565 -0.715 -0.013
C -1.417 2.782 -1.278 -0.129
C -2.612 3.450 -1.422 -0.030
H -6.945 3.756 -0.431 0.116
H -5.814 2.974 0.612 0.106
H -4.541 1.128 0.113 0.129
H -2.329 0.129 0.389 0.088
H -0.496 3.228 -1.630 0.107
H -2.643 4.413 -1.910 0.108
```

As for the largest force on an atom: 1.6 eV/Å. The value obtained for the LUMO energy (spin up / spin down) is -6.93 / -7.58 eV. For the HOMO energy (spin up / spin down), the calculation gives -0.46986 / -0.46395 Eh. As for the gap between HOMO and LUMO (spin up / spin down): 5.855 / 5.046 eV. The energy above the lowest of the compared OMol25 structures with the same formula, charge and spin is 112.18 kcal per mole. The spin multiplicity is 1. The charge is +2.

***

# 6
C36H71F3IN6O20 | ωB97M-V with the def2-TZVPD basis set

The geometry in XYZ format:
```
137
Properties=species:S:1:pos:R:3:lowdin_charge:R:1
C 4.165 3.052 5.674 -0.118
C 2.619 2.749 5.997 -0.285
C 1.680 2.557 4.705 -0.671
I -0.352 3.219 5.316 0.917
N 2.147 3.268 3.478 0.034
C 1.435 2.717 2.289 -0.218
N 0.354 3.366 1.856 0.135
C -0.454 2.929 0.686 -0.143
C -1.698 1.964 1.032 -0.172
C -2.282 1.461 -0.409 -0.146
C -3.620 0.577 -0.282 -0.141
O -3.348 -0.687 -1.011 -0.086
C -3.628 -1.721 -0.058 -0.419
C -2.576 -1.982 1.126 -0.001
O -4.676 -2.415 -0.114 0.079
N 1.964 1.498 1.715 -0.093
C 2.645 1.650 0.400 -0.162
C 4.078 0.935 0.244 -0.139
C 4.103 0.316 -1.271 -0.181
C 3.792 -1.263 -1.327 -0.229
N 4.598 -2.056 -0.351 -0.008
C 4.021 -3.388 -0.105 -0.435
N 4.831 -4.447 0.006 0.102
N 2.565 -3.646 0.087 0.067
C 1.121 0.291 1.876 -0.146
C 1.989 -1.018 2.224 -0.031
C 2.791 -0.928 3.604 -0.353
F 3.638 -2.102 3.670 0.011
F 1.967 -1.001 4.767 0.064
F 3.667 0.185 3.717 0.066
H 4.751 2.084 5.516 0.076
H 4.323 3.784 4.798 0.075
H 4.607 3.574 6.608 0.091
H 2.212 3.579 6.695 0.089
H 2.605 1.789 6.648 0.129
H 1.569 1.423 4.519 0.069
H 1.916 4.270 3.600 0.120
H 0.057 4.211 2.366 0.138
H -0.922 3.892 0.238 0.155
H 0.127 2.445 -0.168 0.121
H -2.524 2.615 1.525 0.133
H -1.457 1.103 1.742 0.086
H -2.536 2.441 -0.978 0.127
H -1.442 0.957 -0.998 0.120
H -4.428 1.110 -0.908 0.144
H -3.921 0.403 0.807 0.134
H -1.516 -2.007 0.671 0.089
H -2.818 -2.955 1.669 0.099
H -2.703 -1.121 1.891 0.085
H 1.951 1.170 -0.402 0.116
H 2.663 2.778 0.125 0.149
H 4.878 1.775 0.220 0.121
H 4.310 0.149 1.044 0.099
H 3.361 0.842 -1.971 0.112
H 5.147 0.475 -1.736 0.116
H 2.654 -1.464 -1.254 0.118
H 4.088 -1.648 -2.383 0.131
H 5.595 -2.101 -0.606 0.129
H 5.817 -4.148 -0.112 0.048
H 2.394 -3.838 1.087 0.071
H 2.259 -4.439 -0.495 0.089
H 0.410 0.487 2.774 0.134
H 0.425 0.065 0.984 0.128
H 2.680 -1.329 1.370 0.095
H 1.228 -1.885 2.348 0.147
C -1.715 -4.859 -3.706 -0.034
O -0.327 -4.552 -3.836 -0.033
C 0.439 -5.598 -4.196 -0.629
O 0.052 -6.722 -4.405 0.138
O 1.716 -5.173 -4.280 -0.048
C 2.649 -6.188 -4.655 -0.038
H -2.235 -3.945 -3.414 0.092
H -2.126 -5.199 -4.659 0.105
H -1.872 -5.609 -2.927 0.101
H 2.413 -6.580 -5.647 0.100
H 2.663 -6.991 -3.915 0.102
H 3.640 -5.733 -4.690 0.098
C 4.601 -4.497 3.553 -0.059
O 5.776 -5.283 3.739 0.008
C 5.931 -5.754 4.989 -0.591
O 5.180 -5.567 5.918 0.119
O 7.069 -6.471 5.026 -0.002
C 7.363 -7.037 6.302 -0.046
H 4.578 -4.171 2.513 0.057
H 3.705 -5.093 3.748 0.107
H 4.625 -3.617 4.191 0.078
H 6.577 -7.733 6.606 0.099
H 7.495 -6.253 7.051 0.098
H 8.298 -7.591 6.214 0.095
C -3.689 7.106 10.399 -0.041
O -3.723 7.155 8.973 0.002
C -2.563 6.820 8.382 -0.591
O -1.545 6.496 8.946 0.121
O -2.734 6.908 7.049 -0.001
C -1.574 6.577 6.291 -0.088
H -4.674 7.395 10.766 0.097
H -3.474 6.092 10.745 0.100
H -2.953 7.812 10.792 0.101
H -1.275 5.542 6.474 -0.030
H -0.755 7.263 6.521 0.104
H -1.825 6.682 5.234 0.090
C 0.917 -3.637 -11.340 -0.046
O 0.348 -3.333 -10.067 -0.002
C 1.018 -3.856 -9.025 -0.590
O 2.018 -4.532 -9.090 0.122
O 0.379 -3.496 -7.896 0.011
C 0.985 -3.986 -6.701 -0.041
H 0.297 -3.166 -12.104 0.095
H 1.928 -3.231 -11.417 0.098
H 0.919 -4.716 -11.514 0.100
H 1.999 -3.594 -6.594 0.111
H 0.990 -5.078 -6.692 0.097
H 0.391 -3.637 -5.857 0.089
C -7.479 0.558 -3.344 -0.034
O -7.424 1.382 -2.179 -0.012
C -7.957 2.606 -2.341 -0.599
O -8.455 3.035 -3.355 0.116
O -7.839 3.270 -1.176 -0.008
C -8.368 4.595 -1.202 -0.044
H -7.022 -0.401 -3.097 0.096
H -8.515 0.381 -3.642 0.103
H -6.913 1.010 -4.163 0.093
H -9.440 4.578 -1.414 0.102
H -7.838 5.207 -1.935 0.095
H -8.219 5.033 -0.214 0.094
C -6.123 4.328 -5.390 -0.035
O -4.733 4.622 -5.526 -0.001
C -3.978 3.566 -5.875 -0.595
O -4.376 2.442 -6.071 0.119
O -2.700 3.979 -5.969 -0.007
C -1.780 2.953 -6.336 -0.050
H -6.635 5.248 -5.107 0.098
H -6.538 3.980 -6.339 0.107
H -6.285 3.588 -4.604 0.074
H -2.023 2.551 -7.322 0.102
H -1.769 2.158 -5.586 0.094
H -0.785 3.398 -6.381 0.092
```

As for the largest force on an atom: 5.3 eV/Å. The value obtained for the LUMO energy is -4.16 eV. For the HOMO energy, the calculation gives -0.42339 Eh. As for the gap between HOMO and LUMO: 7.356 eV. The spin multiplicity is 1. The charge is +1.